Record 1
Density functional theory data (ωB97M-V/def2-TZVPD) for a molecular structure, C4H5F.

Output
ΔE to the lowest compared entry with this formula, charge and spin = 2.906 eV
Kohn-Sham gap = 9.7 eV
HOMO level = -0.3316 Ha

Structure (XYZ):
```
10
Properties=species:S:1:pos:R:3:mulliken_charge:R:1
C 1.732 0.213 -0.135 -0.1634
C 0.702 -0.574 -0.202 -0.1581
C -0.552 0.167 -0.067 -0.1186
C -1.867 -0.182 0.253 -0.6236
H 1.581 1.266 -0.381 0.2865
H 0.898 -1.543 0.002 0.4209
H -0.504 1.173 -0.085 0.2133
H -2.439 -1.282 -0.146 0.2198
H -2.633 0.906 0.499 0.1826
F 3.083 -0.145 0.261 -0.2595
```


Record 2
Density functional theory data (ωB97M-V/def2-TZVPD) for 2 unconnected molecules or ions with the total composition C2H2Cl3NO2.

Output
ΔE to the lowest compared entry with this formula, charge and spin = 6.068 eV
Kohn-Sham gap = 8.3 eV
HOMO level = -0.3242 Ha

Structure (XYZ):
```
10
Properties=species:S:1:pos:R:3:mulliken_charge:R:1
C 0.445 0.176 -0.340 0.4933
C -1.688 -0.101 -0.198 0.1785
N 0.682 0.617 -1.413 -0.3937
O 2.222 -0.301 1.097 -0.3798
O 0.774 -0.174 0.819 -0.1128
Cl -2.302 -0.700 -1.673 -0.0976
Cl -2.011 -1.153 1.262 -0.1674
Cl -2.017 1.496 0.177 -0.1152
H 1.555 0.945 -1.730 0.2456
H 2.341 -0.805 1.998 0.3491
```


> The highest ΔE to the lowest compared entry with this formula, charge and spin belongs to which entry?

C2H2Cl3NO2